43
Properties=species:S:1:pos:R:3:forces:R:3 method="wB97M-V/def2-TZVPD" lumo_energy_ha=-0.0137 energy_ha=-1232.23325 spin_multiplicity=1 total_charge=0 relative_energy_kcal_mol=250.5 e_homo_ev=-8.26
C -0.859681 -3.191445 -0.445233 -2.443 -3.048 0.399
C -1.289445 -1.832637 -0.318937 -2.218 8.707 0.757
C -0.601773 -0.552974 -0.268509 -11.206 -4.672 2.246
N 0.671724 -0.485194 -0.449287 0.293 1.997 -6.982
C 1.515440 -0.586854 0.410561 -0.540 0.385 11.488
C 2.779240 -0.220083 0.450334 1.980 -1.729 -1.404
C 3.278202 0.053606 -0.740819 3.510 4.402 -14.565
O 2.671381 0.180174 -2.056579 0.507 -1.460 6.754
N 4.656484 0.538232 -1.060670 -4.944 -4.643 14.500
C 5.600234 0.494361 0.111587 -2.949 3.063 -4.350
O 6.668962 1.034416 0.037279 0.802 -1.155 0.353
N 4.893950 0.295754 1.224555 3.246 -2.233 3.562
C 3.701980 -0.331521 1.463551 -1.447 3.067 8.464
O 3.344996 -0.354621 2.735982 1.437 -1.435 -4.763
H 5.614790 0.195616 1.995428 -1.737 0.402 -0.530
C 5.226858 0.830745 -2.121023 3.919 -0.548 -12.117
H 5.725155 1.716323 -2.153811 1.385 3.058 0.561
H 6.079012 0.127104 -2.393213 -0.783 0.255 0.124
H 4.622262 0.894026 -3.064560 -0.017 -0.445 1.220
H 1.110041 -0.569403 1.685695 0.802 -0.888 -3.917
H 0.948706 -0.191257 -1.431420 1.100 -0.180 0.773
C -1.827432 0.517970 0.198253 5.941 1.911 -1.469
O -1.552158 1.730186 0.236155 -1.664 -2.481 0.451
N -2.999650 -0.187645 0.295740 1.809 2.852 -0.842
C -4.188764 0.566686 -0.193989 5.708 0.564 7.540
C -4.352545 1.512963 0.859736 -5.640 -1.842 -5.834
C -5.644825 1.952511 0.789674 2.072 6.586 4.588
C -6.594263 1.855007 -0.117127 -0.990 -7.549 -3.647
C -6.456442 0.572155 -0.795872 0.695 0.953 -3.349
C -5.121204 -0.076331 -0.781796 -7.046 0.739 -3.818
H -4.933585 -0.749181 -1.570832 0.193 -1.356 -0.241
H -7.158978 0.243144 -1.731628 1.438 0.686 2.820
H -7.553690 2.236773 -0.115381 -1.459 1.511 0.180
H -5.867578 2.862880 1.402662 0.382 -0.892 0.448
H -3.700509 1.767835 1.545507 3.155 1.138 3.056
N -2.737846 -1.386054 -0.132055 0.989 -10.319 -2.798
C -3.658005 -2.545824 0.236621 -1.215 9.566 10.486
H -3.342201 -2.868701 1.657805 -0.668 0.447 -4.075
H -3.782163 -3.367993 -0.239011 -0.237 -4.979 -3.782
H -4.782988 -1.970614 0.614202 3.391 -2.105 -1.720
H 0.232304 -3.213147 -0.588626 -0.588 -0.349 -0.093
H -1.191148 -3.731226 0.599334 1.019 0.992 -2.585
H -1.517988 -3.719029 -1.330845 2.016 1.031 2.110